DFT (ωB97M-V/def2-TZVPD) results for a molecular structure, C22H26IrN4O3S in a non-equilibrium geometry.

Structure (XYZ):
```
57
Properties=species:S:1:pos:R:3:forces:R:3
Ir 0.2376 -0.9847 0.5746 -1.3 0.0 -0.6
C 2.0192 -1.7883 -1.6573 0.4 -0.1 -0.2
N 0.5546 -1.8383 -1.5645 0.2 0.3 0.3
C 0.0591 -3.1812 -1.8667 -0.2 -0.4 0.1
C -0.0621 -0.8539 -2.4348 -0.4 0.5 0.1
C 0.2461 -0.8047 -3.7785 0.0 0.1 0.0
C -0.2913 0.1880 -4.5844 0.0 0.0 0.0
C -1.1246 1.1444 -4.0272 0.1 -0.2 -0.2
C -1.4958 1.0689 -2.7016 0.0 -0.1 0.4
C -1.0077 0.0469 -1.8699 0.3 -0.1 -1.2
N -1.3325 -0.2000 -0.5664 2.1 -0.5 1.5
C -2.4534 0.1107 0.1498 -1.1 0.0 0.7
C -3.3521 1.1677 -0.0703 0.4 -0.2 -0.1
C -4.4866 1.3088 0.7006 -0.2 -0.2 0.2
C -4.7894 0.3867 1.6891 0.0 0.0 0.0
C -3.8955 -0.6371 1.9664 0.0 0.1 0.0
C -2.7229 -0.7522 1.2489 0.0 0.5 -0.4
N -1.7381 -1.7641 1.5852 0.2 0.1 0.1
C -2.2184 -3.0954 1.2139 0.0 -0.3 -0.2
C -1.3896 -1.7160 3.0105 0.0 -0.1 0.3
H 2.3885 -2.0894 -2.6429 -0.1 0.0 0.0
H 2.4486 -2.4730 -0.9265 0.0 0.0 0.0
H 2.3672 -0.7743 -1.4556 0.0 0.0 0.0
H 0.4129 -3.5325 -2.8414 0.0 0.1 0.0
H -1.0279 -3.1701 -1.8801 0.0 0.0 0.0
H 0.3996 -3.8803 -1.1048 0.0 0.0 0.0
H 0.9153 -1.5361 -4.2100 0.1 0.0 0.0
H -0.0520 0.2154 -5.6343 0.1 0.0 -0.1
H -1.4990 1.9553 -4.6326 -0.1 0.0 -0.1
H -2.1415 1.8379 -2.3204 -0.1 0.0 0.1
H -3.1604 1.9161 -0.8168 0.0 0.0 -0.1
H -5.1450 2.1446 0.5197 -0.1 0.0 0.0
H -5.7058 0.4657 2.2499 -0.1 0.0 0.1
H -4.1196 -1.3404 2.7560 0.0 0.0 0.1
H -3.0523 -3.4154 1.8475 0.0 0.1 0.0
H -1.4119 -3.8192 1.3151 0.1 0.0 0.0
H -2.5592 -3.0806 0.1816 0.0 0.0 0.0
H -2.2173 -2.0206 3.6589 0.0 0.0 -0.1
H -1.1008 -0.6999 3.2807 0.0 0.0 0.0
H -0.5611 -2.3976 3.2003 0.0 0.0 0.0
N 2.0242 -0.5536 2.0195 -0.5 -0.3 -0.2
C 2.5866 0.7394 1.6713 0.1 0.5 -0.3
C 3.8524 1.1316 2.0898 0.0 -0.1 -0.3
C 4.3307 2.3833 1.7243 0.3 -0.3 0.5
C 3.5434 3.1898 0.9445 -0.5 0.2 0.9
C 2.2856 2.8415 0.5221 -0.5 0.0 0.1
C 1.8114 1.5934 0.8961 -0.1 0.1 -0.3
S 4.1780 4.9089 0.6003 2.1 -1.4 -3.6
O 3.6407 5.1560 -0.7117 0.0 0.4 0.5
O 5.5982 4.7193 0.7150 -0.2 0.5 0.3
O 3.4957 5.5217 1.7198 -1.2 0.3 1.8
H 2.7682 -1.2496 2.0372 -0.2 0.0 0.0
H 1.6638 -0.5030 2.9736 0.0 -0.1 -0.1
H 4.4652 0.4862 2.7022 0.1 -0.1 0.0
H 5.3028 2.7383 2.0198 0.1 0.0 0.2
H 1.7087 3.5174 -0.0853 -0.2 0.1 0.0
H 0.8090 1.2676 0.6003 0.3 0.3 0.0
```
Positions in Å, forces in eV/Å.

Calculated values
**Energy**: -49001.076 eV
**E_HOMO (alpha / beta)**: -10.42 / -10.55 eV
**HOMO-LUMO gap (alpha / beta)**: 7.6 / 3.5 eV
**Energy above the lowest of the compared OMol25 structures with the same formula, charge and spin**: 1.332 eV
**Multiplicity**: 5
**Total charge**: +1



DFT (ωB97M-V/def2-TZVPD) results for a molecular structure, C22H26MnN6O4S2.

Structure (XYZ):
```
61
Properties=species:S:1:pos:R:3:forces:R:3
Mn -0.8138 1.2653 -0.3649 -0.1 0.1 -0.6
C -2.2762 0.2689 3.9648 0.0 0.0 0.0
C -1.0326 -0.3618 3.4204 0.0 0.0 -0.1
C -0.7412 -1.7091 3.6396 0.0 0.0 0.0
C 0.3931 -2.2611 3.0752 0.0 0.0 0.0
C 1.2147 -1.4636 2.2936 0.0 0.0 0.0
C 0.8437 -0.1380 2.1293 0.1 0.0 0.0
N -0.2316 0.4083 2.6891 -0.1 0.0 0.0
C 1.6656 0.7989 1.3220 0.1 0.0 -0.1
C 3.0474 0.8488 1.4568 0.0 0.0 0.0
C 3.7556 1.8131 0.7681 0.0 0.0 0.0
C 3.0707 2.7270 -0.0151 0.0 0.0 0.0
C 1.6949 2.6075 -0.1231 0.0 0.0 0.0
N 1.0182 1.6346 0.5027 -0.1 0.0 0.3
C 0.8481 3.5360 -0.9037 0.0 0.0 0.0
C 1.3290 4.7011 -1.4763 0.0 0.0 0.0
C 0.4343 5.5329 -2.1262 0.0 0.0 0.0
C -0.8999 5.1820 -2.1759 0.0 0.0 0.0
C -1.3270 3.9912 -1.5945 0.0 0.0 0.0
C -2.7592 3.5750 -1.6303 0.0 0.0 -0.1
N -0.4474 3.1838 -0.9787 -0.1 0.1 0.0
H -2.6578 -0.2823 4.8241 0.0 0.0 0.0
H -3.0430 0.2859 3.1880 0.0 0.0 0.0
H -2.0814 1.3024 4.2446 0.0 0.0 0.0
H -1.4078 -2.3064 4.2482 0.0 0.0 0.0
H 0.6335 -3.3061 3.2310 0.0 0.0 0.0
H 2.0801 -1.8620 1.7812 0.0 0.0 0.0
H 3.5442 0.1506 2.1145 0.0 0.0 0.0
H 4.8323 1.8709 0.8563 0.0 0.0 0.0
H 3.6054 3.5039 -0.5403 0.0 0.0 0.0
H 2.3733 4.9652 -1.4071 0.0 0.0 0.0
H 0.7778 6.4538 -2.5793 0.0 0.0 0.0
H -1.6259 5.8185 -2.6618 0.0 0.0 0.0
H -3.3628 4.3288 -2.1326 0.0 0.0 0.0
H -3.1327 3.4068 -0.6203 0.0 0.0 0.0
H -2.8664 2.6163 -2.1406 0.0 0.0 0.0
C 0.1336 -0.9857 -4.0452 0.0 0.0 0.0
C 0.1932 -0.0762 -2.9193 0.1 0.0 0.0
N 0.2029 0.6067 -2.0033 -0.1 0.0 -0.1
H -0.0708 -0.4363 -4.9619 0.0 0.0 0.0
H -0.6723 -1.6949 -3.8585 0.0 0.0 0.0
H 1.0806 -1.5173 -4.1263 0.0 0.0 0.0
O -3.8826 -0.8763 0.1401 0.0 0.0 0.0
S -2.8019 -0.0059 -0.2152 -0.1 0.0 -0.1
O -1.4228 -0.5986 0.1032 0.1 -0.2 0.2
O -2.7424 1.2988 0.5436 0.1 0.0 0.2
O -2.6809 0.3749 -1.6474 0.1 0.0 0.3
C -1.1163 -3.7558 0.1223 0.0 0.0 0.0
N -0.0037 -2.9638 -0.3809 0.0 0.0 -0.1
C 1.2692 -3.2799 -0.6049 0.0 0.0 0.0
S 2.3802 -2.0877 -1.1078 0.0 0.0 0.0
N 1.7418 -4.5369 -0.4370 0.0 0.0 0.0
C 1.0494 -5.7874 -0.1766 0.0 0.0 0.0
H -1.9891 -3.1069 0.0957 0.0 0.0 0.0
H -0.9671 -4.0628 1.1589 0.0 0.0 0.0
H -1.3130 -4.6296 -0.4954 0.0 0.0 0.0
H -0.2258 -1.9735 -0.4434 0.0 0.0 0.0
H 2.7085 -4.5994 -0.7065 0.0 0.0 0.0
H 0.4139 -6.0957 -1.0089 0.0 0.0 0.0
H 0.4513 -5.7440 0.7292 0.0 0.0 0.0
H 1.8087 -6.5531 -0.0334 0.0 0.0 0.0
```
Positions in Å, forces in eV/Å.

Calculated values
**Energy**: -93359.261 eV
**E_HOMO (alpha / beta)**: -7.90 / -7.77 eV
**HOMO-LUMO gap (alpha / beta)**: 7.6 / 7.4 eV
**Energy above the lowest of the compared OMol25 structures with the same formula, charge and spin**: 0.366 eV
**Multiplicity**: 2
**Total charge**: 0



DFT (ωB97M-V/def2-TZVPD) results for a single C22H26N2O5S2 molecule in a non-equilibrium geometry.

Structure (XYZ):
```
57
Properties=species:S:1:pos:R:3:forces:R:3
O -3.5925 -0.2122 2.1429 0.2 0.0 -0.2
S -4.1159 0.7569 1.2192 0.3 0.3 -0.6
O -5.1039 1.6797 1.6921 -0.2 0.1 -0.2
C -2.7385 1.6770 0.5336 -0.4 -0.4 0.3
C -3.0319 2.7139 -0.3438 0.1 0.2 -0.1
C -2.0210 3.4614 -0.9195 0.2 0.1 0.0
C -0.7181 3.1276 -0.5828 -0.4 -0.8 0.7
O 0.4099 3.7321 -1.0375 0.0 0.4 -0.3
C 1.4563 3.0948 -0.4511 0.3 -0.8 0.7
C 2.7992 3.3907 -0.6236 -0.3 0.1 -0.1
C 3.7103 2.6137 0.0696 0.0 0.1 -0.1
C 3.2820 1.5887 0.9044 0.6 -0.5 0.4
S 4.5175 0.5534 1.6987 0.0 0.0 -0.1
O 3.9417 -0.0315 2.8711 -0.3 -0.1 -0.2
O 5.7372 1.2949 1.8100 0.0 0.1 -0.3
N 4.7806 -0.6735 0.6097 0.0 0.6 0.8
C 5.4542 -0.3049 -0.6123 0.6 0.2 -0.4
C 6.0380 -1.5550 -1.2665 -0.3 0.1 -0.1
C 4.9288 -2.5737 -1.5168 0.2 -0.1 0.2
C 4.2199 -2.8885 -0.2019 -0.1 0.2 -0.2
C 3.6898 -1.5995 0.4221 -0.4 -0.5 0.2
C 1.9494 1.2876 1.0871 -0.2 0.1 -0.1
C 1.0183 2.0547 0.3987 0.4 0.4 -0.3
C -0.4177 2.0765 0.3110 -0.4 0.5 -0.4
C -1.4485 1.3387 0.8797 0.1 0.1 0.0
N -4.7075 0.0657 -0.1890 0.3 0.6 0.8
C -3.9263 -1.0569 -0.6642 0.5 -0.5 0.0
C -4.2749 -2.3601 0.0557 -0.1 0.0 -0.2
C -5.7765 -2.6202 -0.0394 0.1 0.0 0.3
C -6.5380 -1.4236 0.5264 0.0 0.0 -0.3
C -6.1394 -0.1563 -0.2275 -0.6 0.1 0.4
H -4.0683 2.9219 -0.5524 -0.1 0.1 -0.1
H -2.2261 4.2725 -1.5986 -0.1 0.1 -0.1
H 3.1110 4.1958 -1.2685 0.1 0.1 -0.1
H 4.7699 2.7990 -0.0028 0.1 0.1 -0.1
H 6.2398 0.3996 -0.3382 0.0 0.0 -0.2
H 4.7558 0.1880 -1.3099 0.0 0.0 0.0
H 6.7830 -1.9861 -0.5973 0.1 0.0 0.0
H 6.5274 -1.2807 -2.2019 0.0 0.0 0.0
H 5.3462 -3.4856 -1.9463 0.0 0.0 -0.1
H 4.2097 -2.1625 -2.2300 0.0 0.0 -0.1
H 4.9255 -3.3490 0.4900 0.0 -0.1 0.1
H 3.3921 -3.5796 -0.3661 0.0 0.0 0.1
H 3.2624 -1.7862 1.4075 -0.1 -0.1 -0.1
H 2.9144 -1.1626 -0.2303 0.0 0.0 0.0
H 1.6613 0.4988 1.7622 -0.1 -0.1 0.1
H -1.2716 0.5344 1.5754 0.1 -0.1 0.1
H -2.8750 -0.8017 -0.5141 0.1 -0.1 -0.2
H -4.1124 -1.1550 -1.7398 0.1 0.1 0.1
H -3.9868 -2.2624 1.1029 0.0 -0.1 0.0
H -3.7121 -3.1830 -0.3884 0.1 0.0 0.0
H -6.0341 -3.5258 0.5123 0.0 0.0 -0.1
H -6.0583 -2.7694 -1.0856 -0.1 -0.1 0.0
H -6.2841 -1.2935 1.5803 -0.1 0.0 0.1
H -7.6149 -1.5773 0.4434 0.0 0.0 0.1
H -6.6012 0.7241 0.2197 -0.2 -0.1 -0.2
H -6.4363 -0.2255 -1.2797 0.0 0.0 0.0
```
Positions in Å, forces in eV/Å.

Calculated values
**Energy**: -58124.324 eV
**E_HOMO**: -9.05 eV
**HOMO-LUMO gap**: 9.0 eV
**Energy above the lowest of the compared OMol25 structures with the same formula, charge and spin**: 0.000 eV
**Multiplicity**: 1
**Total charge**: 0
**SMILES**: O=S(=O)(c1ccc2oc3ccc(S(=O)(=O)N4CCCCC4)cc3c2c1)N1CCCCC1



DFT (ωB97M-V/def2-TZVPD) results for a molecular structure, C22H26N4O3SZr in a non-equilibrium geometry.

Structure (XYZ):
```
57
Properties=species:S:1:pos:R:3:forces:R:3
C 4.8024 -2.5402 0.7082 0.4 0.1 1.0
C 5.2158 -1.5706 1.9557 1.4 -1.9 1.0
N 6.0404 -2.0436 2.8611 -3.1 1.4 -3.1
C 4.5467 -0.0896 2.0253 -1.3 -0.4 -0.1
C 2.9536 -0.3521 2.0295 -0.4 -1.3 1.7
C 2.2894 -1.0796 3.2412 -2.8 0.9 -2.6
C 0.7551 -1.3281 3.2344 2.9 1.3 -2.3
C -0.1015 -0.8685 1.9828 1.9 1.4 -1.9
C 0.4941 -0.1688 0.7089 1.1 -1.2 4.5
C 2.0614 0.0973 0.7858 -2.5 0.0 -0.9
S 2.7583 0.9759 -0.6936 -2.1 0.2 2.6
C 1.3695 2.1659 -1.1022 -2.7 1.1 -0.2
C 1.6984 3.6114 -1.5569 -2.7 -0.3 0.1
C 0.5190 4.6164 -1.8523 -0.8 -6.2 1.7
O 0.9106 5.9649 -2.2308 -1.3 -0.2 1.7
N -0.0987 6.6543 -2.8256 1.3 -0.5 0.6
O -0.0629 6.3303 -4.0543 -2.4 1.9 -2.5
C -0.9348 4.0799 -1.7103 2.5 -1.3 0.5
C -1.2483 2.6005 -1.2449 3.3 1.0 -0.3
C -0.0864 1.5853 -0.9108 -0.1 4.4 -0.8
N -0.3621 0.1928 -0.4366 2.7 1.6 -0.1
C -0.1242 -0.6738 -1.6457 -1.0 -1.9 -1.5
C -0.2770 -2.2545 -1.3968 -0.6 -0.2 -1.1
C -1.8225 -2.7809 -1.4790 0.9 -0.9 0.8
C -2.6469 -2.5198 -0.1160 0.0 -1.3 -0.6
N -3.3736 -1.2131 -0.1173 -1.2 -1.0 0.5
C -4.5047 -1.3108 -1.1389 -1.0 0.1 -0.3
C -4.0706 -0.9503 1.1657 -1.7 -1.5 3.5
C -4.4501 0.5557 1.6460 -0.2 -0.6 -0.6
O -4.4313 -1.8973 1.9140 1.9 3.2 -2.9
H 4.5693 -3.5585 1.1863 0.2 1.5 -0.9
H 5.7323 -2.6866 0.0503 -1.6 0.4 0.8
H 3.8827 -2.1683 0.1390 1.3 -0.4 0.6
H 6.2629 -3.0085 2.5282 0.4 0.7 0.6
H 4.8816 0.5233 1.1013 -0.7 -1.0 1.6
H 4.8436 0.4572 3.0009 -0.4 -1.0 -1.5
H 2.8783 -1.4464 4.1470 -0.6 0.7 -1.6
H 0.2113 -1.8666 4.1022 1.1 1.1 -1.5
H -1.2352 -1.0740 2.0356 2.0 0.4 -0.3
H 2.7908 3.9722 -1.6589 -2.0 -0.7 0.2
H -1.8046 4.8092 -1.9279 1.4 -1.6 0.5
H -2.3597 2.3143 -1.1625 2.1 0.3 -0.1
H 0.8745 -0.4986 -2.1790 -1.0 0.1 1.0
H -0.9469 -0.3863 -2.4118 1.4 -0.3 1.3
H 0.2473 -2.7718 -2.2937 -0.7 1.0 1.5
H 0.2562 -2.6485 -0.4616 -0.8 0.7 -1.2
H -2.3521 -2.4324 -2.4288 0.8 -0.3 1.4
H -1.7287 -3.9335 -1.5693 -0.2 1.9 0.1
H -3.4311 -3.3659 -0.0061 1.3 1.2 -0.2
H -1.9109 -2.6605 0.7467 -1.2 0.5 -1.0
H -5.4851 -0.9809 -0.6189 1.6 -0.3 -1.2
H -4.6918 -2.3971 -1.4765 0.5 1.6 0.6
H -4.2886 -0.6850 -2.0710 -0.3 -0.8 1.4
H -5.3149 0.9371 0.9741 1.6 -0.5 1.0
H -4.8594 0.5526 2.7281 0.8 -0.4 -1.9
H -3.5302 1.2324 1.5828 -1.3 -0.9 -0.1
Zr -1.3104 7.9818 -3.8030 2.0 -2.0 0.4
```
Positions in Å, forces in eV/Å.

Calculated values
**Energy**: -47389.249 eV
**E_HOMO**: -17.47 eV
**HOMO-LUMO gap**: 2.2 eV
**Multiplicity**: 1
**Total charge**: +4